Formula: C10H16O
Source: the Open Molecules 2025 dataset
Level of theory: wB97M-V/def2-TZVPD

Positions of all 27 atoms, in Å:
C1 -0.3560 -3.2525 0.7623
C2 0.5523 -2.0178 0.7059
C3 0.3533 -1.1016 1.7359
C4 1.1444 0.0470 1.8183
C5 1.9619 0.3311 0.7510
O1 2.8999 1.3750 0.8100
C6 2.0538 -0.5046 -0.3528
C7 1.3138 -1.6814 -0.3994
H1 -1.3647 -3.0332 1.0903
H2 0.0948 -4.0449 1.3618
H3 -0.2896 -3.6333 -0.2575
H4 -0.3561 -1.2275 2.5436
H5 0.9629 0.7358 2.6329
H6 2.5806 2.0599 0.1998
H7 2.8443 -0.3245 -1.0677
H8 1.2433 -2.2826 -1.2963
C8 -1.4524 0.4082 -1.2381
C9 -1.3462 1.6791 -0.4169
C10 -1.4199 2.9771 -1.2593
H9 -0.7136 0.4250 -2.0486
H10 -2.4645 0.2889 -1.6160
H11 -1.1603 -0.5111 -0.7264
H12 -2.2031 1.7019 0.2648
H13 -0.5230 1.7434 0.2796
H14 -0.9049 2.8685 -2.2117
H15 -2.4638 3.2305 -1.4393
H16 -0.9870 3.7437 -0.6261

## Properties
Energy: -12676.3701 eV
Relative energy (zero: lowest compared OMol25 entry of this formula, charge and spin): 31.2 kcal/mol
E_LUMO: 0.8 eV